ORCA calculation (ωB97M-V with the def2-TZVPD basis set) on a structure of composition C16H21Cl5HgN3O5.

**Spin multiplicity**: 2
**Total charge**: 0
**Expectation value of S²**: 0.760

Each line ends with the Mulliken charge.
Cartesian coordinates (Å):
Hg  1.12542  -0.75318  -0.66038  0.317
O  5.30066  0.85274  0.01836  -0.467
C  4.07647  1.40008  0.18340  0.496
O  3.51428  1.43462  1.23406  -0.528
C  3.54571  1.93886  -1.14490  -0.551
O  2.18956  2.15345  -1.11277  -0.099
C  1.51655  2.28816  -2.37641  -0.820
C  -0.02019  2.06438  -2.09087  0.617
O  -0.77505  3.03153  -2.00546  -0.707
O  -0.36320  0.84965  -1.93682  -0.804
H  5.61697  0.56777  0.88347  0.362
H  3.80857  1.32300  -1.99318  0.416
H  4.10438  2.89204  -1.30104  0.272
H  1.86139  1.56113  -3.10544  0.411
H  1.66638  3.28699  -2.80455  0.344
N  -2.35623  0.62947  -0.30192  0.189
C  -2.80122  1.67296  0.70377  0.023
C  -3.43811  0.98293  1.92248  -1.251
C  -2.43514  0.23397  2.80491  0.251
N  -1.88100  -0.95730  2.11661  -0.520
C  -1.32064  1.19619  3.24257  -1.550
C  -0.65478  2.02799  2.13495  0.271
N  0.38682  1.22392  1.44182  -0.124
C  -1.65487  2.56239  1.10529  -1.566
H  -3.10424  0.28808  -0.86166  0.472
H  -1.99211  -0.20270  0.26058  0.319
H  -1.59095  0.91422  -0.98545  -0.007
H  -3.50492  2.24215  0.09229  0.298
H  -4.22518  0.32340  1.59326  0.451
H  -3.94416  1.73424  2.54593  0.472
H  -2.96631  -0.03419  3.69465  0.350
H  -2.35240  -1.82105  2.34493  0.230
H  -0.89162  -1.12248  2.29149  0.166
H  -0.53576  0.64737  3.79418  0.435
H  -1.77398  1.88548  3.97277  0.434
H  -0.18709  2.93657  2.55647  0.492
H  1.12333  0.94283  2.04802  0.246
H  0.84153  1.79196  0.73105  -0.122
H  -1.17210  2.97644  0.25017  0.623
H  -2.19019  3.38707  1.59331  0.498
Cl  -1.85802  -2.83783  -1.32659  -0.198
C  -0.43682  -3.73311  -1.66006  1.229
C  0.77626  -3.04303  -1.51887  -1.553
C  1.91308  -3.75520  -1.92120  0.773
Cl  3.40038  -2.87421  -2.00784  -0.200
C  1.87519  -5.09271  -2.28921  -0.060
Cl  3.29810  -5.87819  -2.78051  -0.188
C  0.62974  -5.77795  -2.32312  0.441
Cl  0.48913  -7.43325  -2.94518  -0.188
C  -0.55937  -5.07412  -2.04450  -0.208
Cl  -2.07424  -5.85350  -2.06291  -0.188

Forces on atoms 1 to 3 (eV/Å):
Hg -0.108 -1.068 -0.257
O -0.190 0.348 -0.342
C 0.032 -0.552 -0.950

***

ORCA calculation (ωB97M-V with the def2-TZVPD basis set) on a cluster of 2 separate species, CH4O in total.

**Spin multiplicity**: 3
**Total charge**: 0
**Expectation value of S²**: 2.007

Each line ends with the Mulliken charge.
Cartesian coordinates (Å):
C  -0.30832  0.03508  0.31087  -0.477
O  0.98651  0.20133  0.03223  -0.329
H  -0.88981  0.83286  0.59269  0.289
H  -0.45406  -0.75652  1.22722  0.225
H  -0.74524  -0.63755  -0.42549  0.277
H  1.41092  0.32480  -1.73752  0.014

Forces on atoms 1 to 3 (eV/Å):
C 0.511 -5.192 0.555
O 0.180 0.880 1.479
H -1.056 2.350 0.708

***

ORCA calculation (ωB97M-V with the def2-TZVPD basis set) on the ion C5H13N2 with charge +1.

**Spin multiplicity**: 1
**SMILES string**: NC[C@H]1CCC[NH2+]1
**Total charge**: +1

Each line ends with the Mulliken charge.
Cartesian coordinates (Å):
C  -0.71014  -0.12460  -1.75141  -0.816
N  -1.24441  1.20691  -1.49964  -0.544
C  0.09644  -0.57523  -0.53213  -0.024
N  -0.80725  -0.46304  0.66983  -0.216
C  0.10374  -0.59409  1.85828  -0.636
C  1.34046  0.17512  1.44372  -0.490
C  1.28756  0.25227  -0.09787  -0.750
H  -1.53215  -0.82893  -1.85477  0.468
H  -0.08948  -0.20720  -2.64685  0.390
H  -0.64704  1.93593  -1.86942  0.207
H  -2.13691  1.31582  -1.96571  0.231
H  0.36943  -1.62652  -0.63537  0.391
H  -1.21803  0.48390  0.59426  0.445
H  -1.58897  -1.11809  0.69754  0.337
H  -0.39878  -0.30621  2.77564  0.375
H  0.26517  -1.66692  1.95300  0.330
H  2.20733  -0.26510  1.93648  0.339
H  1.31974  1.17863  1.86070  0.305
H  2.22103  -0.06750  -0.56718  0.391
H  1.16225  1.29487  -0.36910  0.267

Forces on atoms 1 to 3 (eV/Å):
C 0.411 0.019 0.242
N -0.238 0.046 -0.111
C -0.306 -0.383 -0.247

***

no.,E_tot (eV)
1,-98426.8243
2,-3143.2508
3,-8370.0976